C21H31ErO4 as an isolated structure, computed with ωB97M-V with the def2-TZVPD basis set.

Its expectation value of S² is 3.75. For the max |F|, the calculation gives 2.19 eV/Å. The HOMO-LUMO gap (spin up / spin down) is 0.302 / 0.303 Ha. Its spin multiplicity is 4. For the energy, the calculation gives -58092.4911 eV. The LUMO energy (spin up / spin down) comes out at 0.4 / 0.4 eV.

Structure (XYZ):
```
57
C21H31ErO4 | OMol25 | ωB97M-V with the def2-TZVPD basis set
O 0.488 0.340 -7.894
C 0.352 1.636 -8.534
C 0.118 1.028 -9.928
H 1.273 2.230 -8.463
H -0.506 2.201 -8.145
C 0.317 -0.324 -9.180
H 0.898 1.241 -10.671
H -0.896 1.158 -10.329
C 1.559 -1.053 -9.644
H 2.428 -0.383 -9.674
H 1.403 -1.449 -10.655
H 1.774 -1.902 -8.987
C -0.894 -1.228 -9.211
H -1.803 -0.694 -8.905
H -0.738 -2.088 -8.552
H -1.047 -1.614 -10.225
Er 0.164 0.243 0.113
C -2.015 -0.401 1.307
C -1.903 1.019 1.519
C -2.147 1.670 0.270
H -1.758 1.513 2.476
C -2.390 0.656 -0.711
C -2.304 -0.615 -0.069
H -2.539 -1.585 -0.536
H -1.969 -1.156 2.093
H -2.214 2.742 0.120
H -2.690 0.839 -1.748
C 1.285 -1.578 1.563
C 0.430 -2.275 0.658
C 0.993 -2.164 -0.658
H -0.452 -2.862 0.924
C 2.212 -1.420 -0.551
C 2.395 -1.071 0.822
H 3.273 -0.577 1.244
H 1.174 -1.529 2.649
H 0.615 -2.652 -1.560
H 2.915 -1.225 -1.355
O 0.224 0.552 -2.179
C -0.072 -0.321 -3.358
C -0.296 0.610 -4.542
H -0.930 -0.958 -3.094
H 0.809 -0.958 -3.509
C 0.565 1.826 -4.207
H -1.352 0.908 -4.608
H -0.021 0.143 -5.492
C 0.524 1.915 -2.696
H 0.197 2.740 -4.680
H 1.587 1.658 -4.560
H -0.283 2.569 -2.358
H 1.458 2.241 -2.221
C 2.173 3.362 2.249
C 1.396 2.235 1.634
O 0.879 1.353 2.387
O 1.281 2.171 0.338
H 1.527 3.889 2.950
H 2.532 4.039 1.478
H 3.008 2.931 2.802
```

Atomic partial charges in e from the Löwdin method, atoms 1 to 6: O -0.103; C -0.160; C -0.074; H 0.116; H 0.114; C -0.585

---

C21H31EuN7OS2 as an isolated structure, computed with ωB97M-V with the def2-TZVPD basis set.

Its expectation value of S² is 15.78. For the max |F|, the calculation gives 3.72 eV/Å. The HOMO-LUMO gap (spin up / spin down) is 0.123 / 0.244 Ha. Its spin multiplicity is 8. For the energy, the calculation gives -75758.6906 eV. The calculation puts the energy relative to the best compared isomer or geometry (same formula, charge and spin) at 2.174 eV. The LUMO energy (spin up / spin down) comes out at 0.0 / 0.3 eV.

Structure (XYZ):
```
63
C21H31EuN7OS2 | OMol25 | ωB97M-V with the def2-TZVPD basis set
Eu -0.097 -0.146 -0.124
C 2.508 -0.847 -2.693
C 1.440 0.064 -3.311
N 0.108 -0.227 -2.766
C -0.590 -1.380 -3.353
C -0.143 -2.726 -2.744
N 0.088 -2.623 -1.298
C 1.318 -3.281 -0.823
C 2.528 -2.310 -0.703
N 2.245 -0.985 -1.260
H 3.492 -0.404 -2.885
H 2.495 -1.829 -3.166
H 1.465 -0.025 -4.405
H 1.675 1.097 -3.037
H -0.453 0.597 -2.957
H -0.454 -1.430 -4.444
H -1.659 -1.248 -3.156
H 0.774 -3.062 -3.230
H -0.919 -3.467 -2.966
H -0.683 -3.075 -0.804
H 1.568 -4.136 -1.466
H 1.105 -3.679 0.173
H 3.409 -2.762 -1.173
H 2.751 -2.162 0.357
H 2.820 -0.311 -0.751
S -0.706 -2.090 1.737
C 0.411 -1.748 3.063
C 0.210 -2.460 4.248
C 1.050 -2.314 5.334
C 2.118 -1.431 5.264
C 2.322 -0.705 4.111
C 1.484 -0.844 3.006
S 1.913 0.159 1.622
H -0.626 -3.143 4.288
H 0.888 -2.891 6.232
H 2.793 -1.314 6.099
H 3.148 -0.014 4.022
N -4.238 1.034 1.684
C -3.720 0.684 2.897
C -2.372 0.538 2.715
N -2.056 0.786 1.415
C -3.201 1.085 0.808
C -3.253 1.421 -0.584
N -2.292 1.089 -1.438
C -2.670 1.622 -2.635
C -3.853 2.289 -2.504
N -4.221 2.152 -1.198
H -5.219 1.122 1.468
H -4.341 0.558 3.758
H -1.622 0.267 3.434
H -2.095 1.509 -3.533
H -4.425 2.840 -3.219
H -5.053 2.534 -0.780
C 0.288 4.515 -0.163
C 1.094 3.250 -0.091
C 2.389 3.305 0.637
O 0.674 2.212 -0.611
H 0.882 5.384 0.105
H -0.539 4.430 0.544
H -0.140 4.639 -1.157
H 3.204 3.274 -0.084
H 2.496 2.407 1.256
H 2.484 4.204 1.235
```

Atomic partial charges in e from the Löwdin method, atoms 1 to 6: Eu 1.610; C -0.191; C -0.191; N -0.166; C -0.192; C -0.194

---

C21H31F5OP2Pb as an isolated structure, computed with ωB97M-V with the def2-TZVPD basis set.

For the max |F|, the calculation gives 2.93 eV/Å. The HOMO-LUMO gap is 0.121 Ha. For the energy, the calculation gives -61732.0344 eV. The calculation puts the energy relative to the best compared isomer or geometry (same formula, charge and spin) at 0.000 eV. The LUMO energy comes out at -2.0 eV.

Structure (XYZ):
```
61
C21H31F5OP2Pb | OMol25 | ωB97M-V with the def2-TZVPD basis set
P 1.894 -1.730 -1.966
P 1.513 1.864 -1.409
C 1.978 -0.393 -3.320
C 2.329 1.053 -2.886
H 1.065 -0.416 -3.941
H 2.803 -0.721 -3.975
H 3.397 1.086 -2.602
H 2.206 1.724 -3.749
C 0.080 2.789 -2.120
H -0.080 3.709 -1.542
H -0.792 2.144 -1.985
H 0.240 3.039 -3.175
C 2.624 3.354 -1.198
H 2.058 4.295 -1.219
H 3.402 3.390 -1.973
H 3.118 3.289 -0.224
C 0.642 -2.899 -2.645
H 0.739 -3.800 -2.026
H 0.886 -3.177 -3.673
H -0.415 -2.608 -2.609
C 3.251 -2.874 -2.465
H 4.247 -2.427 -2.353
H 3.104 -3.236 -3.490
H 3.179 -3.718 -1.770
Pb -2.056 -0.590 -3.909
C -0.697 1.084 -5.265
C -2.105 1.245 -5.270
C -2.995 0.678 -6.375
C -2.623 -0.729 -6.915
C -1.807 -1.672 -6.012
C -0.424 -1.682 -5.841
C 0.519 -0.782 -6.571
C 0.047 0.692 -6.512
C -1.565 -0.395 -1.713
H -0.089 1.606 -4.513
H -2.519 2.106 -4.721
H -3.057 1.411 -7.201
H -4.011 0.585 -5.948
H -3.575 -1.273 -7.054
H -2.180 -0.625 -7.918
H -2.347 -2.635 -5.840
H 0.047 -2.571 -5.415
H 0.628 -1.064 -7.638
H 1.549 -0.852 -6.173
H 0.936 1.346 -6.596
H -0.589 0.876 -7.390
H -0.665 0.205 -1.522
H -1.487 -1.420 -1.322
H -2.460 0.057 -1.253
F -0.718 1.950 5.984
C -1.020 2.110 4.693
C -0.321 3.024 3.902
F 0.693 3.733 4.447
C -0.578 3.134 2.555
F 0.209 3.938 1.805
C -1.538 2.294 1.863
O -1.647 2.232 0.623
C -2.258 1.401 2.758
F -3.130 0.539 2.200
C -1.991 1.311 4.098
F -2.664 0.420 4.859
```

Atomic partial charges in e from the Löwdin method, atoms 1 to 6: P 0.875; P 0.875; C -0.428; C -0.460; H 0.011; H 0.067

---

Question: Which formula does entry 3 have?
Answer: C21H31F5OP2Pb